[1]
Density functional theory data (ωB97M-V/def2-TZVPD) for a 2-piece molecular cluster, C5H14NO2 overall.

Output
LUMO energy	3.6	eV
orbital gap	7.269	eV
ΔE to the lowest compared entry with this formula, charge and spin	0.0678	eV
molecular weight	120.172	g/mol

```
! wB97M-V def2-TZVPD RIJCOSX def2/J DEFGRID3
* xyz -1 1
C -1.2181 -0.6490 0.7599
O -2.2147 -1.1150 -0.0589
C 0.1751 -0.5666 0.1163
C 1.1338 0.2855 0.9541
C 1.0176 1.8007 0.6791
C 2.3765 2.4514 0.4209
N 0.7454 -1.8888 -0.1683
H -1.1129 -1.3029 1.6608
H -1.4311 0.3690 1.1856
H 0.0307 -0.1159 -0.8576
H 2.1441 -0.0125 0.6607
H 0.9882 0.0827 2.0060
H 0.5445 2.2907 1.5159
H 0.3539 1.9249 -0.1826
H 3.1283 2.0353 1.1043
H 2.4258 3.5314 0.6045
H 2.7447 2.2972 -0.5920
H 0.5228 -2.5178 0.5993
H 0.2142 -2.2456 -0.9524
H -2.0227 -0.8213 -1.3696
H -1.7025 0.3699 -2.5782
O -1.9170 -0.5637 -2.4687
*
```

[2]
Density functional theory data (ωB97M-V/def2-TZVPD) for C5H14NO2 as an isolated structure.

Output
LUMO energy	3.6	eV
orbital gap	7.168	eV
ΔE to the lowest compared entry with this formula, charge and spin	0.9120	eV
molecular weight	120.172	g/mol

```
! wB97M-V def2-TZVPD RIJCOSX def2/J DEFGRID3
* xyz -1 1
C 1.8475 -1.1959 -0.0291
N 0.8644 -0.4288 -0.7867
C -0.4718 -0.4181 -0.0963
C -1.5216 0.3018 -0.9622
C -2.6874 0.8504 0.0011
O -2.4115 1.8564 0.8668
C 3.1859 -1.0739 -0.7706
H 1.9950 -0.8185 0.9953
H 1.4108 -2.1972 0.0463
H 1.1596 0.5293 -0.9177
H -0.6882 -1.4819 0.0286
H -0.3255 0.0947 0.8638
H -1.2668 1.2588 -1.4165
H -2.0525 -0.4338 -1.5456
H -3.3623 1.2391 -0.8285
H -3.2842 0.0491 0.4650
H 3.9976 -1.5172 -0.1914
H 3.0980 -1.4557 -1.7879
H 3.3536 -0.0228 -1.0418
H -0.2863 2.0356 2.5374
H -1.6483 1.4988 1.8445
O -0.9062 1.3297 2.7257
*
```

[3]
Density functional theory data (ωB97M-V/def2-TZVPD) for a 2-piece molecular cluster, C5H14NO2 overall.

Output
LUMO energy	-3.3	eV
orbital gap	9.542	eV
ΔE to the lowest compared entry with this formula, charge and spin	3.9193	eV
molecular weight	120.172	g/mol

```
! wB97M-V def2-TZVPD RIJCOSX def2/J DEFGRID3
* xyz 1 1
C -1.1240 -1.5542 0.1856
O -0.3711 -0.7058 1.0348
C -1.6868 -0.8211 -1.1806
C -0.6496 -0.3289 -2.1827
C 0.2091 0.6259 -1.5751
C 1.2428 0.2694 -0.7372
N 1.5231 1.2771 0.3246
H -0.4198 -2.4377 0.0008
H -1.9250 -1.8734 0.9029
H -0.9849 -0.1990 1.5909
H -2.4182 -1.6053 -1.6487
H -2.2951 0.0263 -0.7738
H -0.3890 -1.1272 -2.8341
H -1.3886 0.3026 -2.8396
H -0.0106 1.6819 -1.6154
H 1.8215 -0.5379 -0.5120
H 0.5786 1.8720 0.4491
H 2.3316 1.9759 0.2553
H 1.6074 0.8414 1.3644
H 2.0681 0.1709 3.2921
H 0.9398 1.3386 3.5672
O 1.3407 0.8084 2.9315
*
```

[4]
Density functional theory data (ωB97M-V/def2-TZVPD) for C5H14NO2 as an isolated structure.

Output
LUMO energy	-9.8	eV
orbital gap	5.083	eV
ΔE to the lowest compared entry with this formula, charge and spin	11.2630	eV
molecular weight	120.172	g/mol

```
! wB97M-V def2-TZVPD RIJCOSX def2/J DEFGRID3
* xyz 1 1
O 2.8256 0.7716 -0.7178
C 2.1340 -0.7592 -0.6798
C 0.9553 -0.3172 0.2061
N 0.2289 -1.4330 0.7155
C -2.3181 1.5611 0.1167
C -1.0791 1.0705 0.8177
C -0.0774 0.6854 -0.2826
H 3.2680 -0.0779 -0.8549
H 1.8773 -0.9305 -1.7261
H 2.7741 -1.6042 -0.3881
H 1.4780 0.1868 1.0304
H -3.0727 2.0010 0.7810
H 0.7708 -2.3025 0.7816
H -2.0679 2.2034 -0.7468
H -2.7694 0.5859 -0.2656
H -1.3071 0.2044 1.4485
H -0.7026 1.8519 1.4934
H -0.5919 0.2586 -1.1444
H 0.5032 1.5845 -0.4889
H -2.9020 -1.8396 -0.5075
H -0.7670 -1.6135 0.3418
O -2.1869 -1.3046 -0.1269
*
```

[5]
Density functional theory data (ωB97M-V/def2-TZVPD) for C5H14NO3 as an isolated structure.

Output
LUMO energy	-3.1	eV
orbital gap	10.317	eV
ΔE to the lowest compared entry with this formula, charge and spin	1.9232	eV
molecular weight	136.171	g/mol

```
! wB97M-V def2-TZVPD RIJCOSX def2/J DEFGRID3
* xyz 1 1
C 0.2039 1.9536 1.5019
C -1.4632 1.5402 -0.3659
C -0.6665 0.9808 0.7752
C 0.5529 -0.4126 0.0277
C -0.2216 -1.5430 -0.6047
N 1.0140 -2.6412 -0.8869
O 1.3933 -0.8747 1.0369
O -1.0323 -2.1781 0.2536
O -0.7943 -1.3070 -1.8010
H 0.7986 2.5495 0.8150
H 0.8646 1.4641 2.2122
H -0.4426 2.6279 2.0641
H -2.1750 2.2597 0.0376
H -0.8304 2.0693 -1.0750
H -2.0398 0.7766 -0.8816
H -1.2616 0.3561 1.4383
H 1.1437 0.1294 -0.7107
H 1.6229 -2.4877 -0.0615
H 0.6782 -3.6070 -0.9114
H 1.5342 -2.4336 -1.7440
H 0.9148 -0.9442 1.8728
H -1.7385 -2.6513 -0.2104
H -0.5223 -0.4693 -2.1979
*
```

[6]
Density functional theory data (ωB97M-V/def2-TZVPD) for a 3-piece molecular cluster, C5H14NO4 overall.

Output
LUMO energy (spin up / spin down)	0.6 / -3.1	eV
orbital gap (spin up / spin down)	10.083 / 6.375	eV
ΔE to the lowest compared entry with this formula, charge and spin	2.1033	eV
molecular weight	152.170	g/mol

```
! wB97M-V def2-TZVPD RIJCOSX def2/J DEFGRID3
* xyz 0 2
C -1.6032 -1.9181 1.0462
N -0.1893 -1.6275 0.6806
C -0.1273 -0.3134 0.0157
C 0.8453 0.6670 0.6720
C 0.2157 1.9070 1.4399
O -0.3104 2.7954 0.5632
C 0.1492 -0.3672 -1.4801
O 0.4823 -1.3611 -2.0623
H -2.1529 -2.0197 0.1153
H -1.9862 -1.1088 1.6701
H -1.5985 -2.8651 1.5785
H 0.3456 -1.5026 1.5271
H -1.1250 0.1405 0.1115
H 1.6075 0.2479 1.3242
H 1.2833 1.2478 -0.1470
H -0.6552 1.5242 2.0213
H 0.9301 2.3283 2.1494
H -0.2299 0.5218 -2.0334
H 2.7190 -1.3849 -1.3228
H 2.2297 -2.4128 -0.3862
O 2.9975 -1.8390 -0.5196
H -3.1017 2.2376 -0.0996
H -1.3914 2.2794 -0.0338
O -2.2787 2.0159 -0.5374
*
```

[7]
Density functional theory data (ωB97M-V/def2-TZVPD) for a 2-piece molecular cluster, C5H14NOS overall.

Output
LUMO energy	4.0	eV
orbital gap	6.800	eV
ΔE to the lowest compared entry with this formula, charge and spin	1.7134	eV
molecular weight	136.240	g/mol

```
! wB97M-V def2-TZVPD RIJCOSX def2/J DEFGRID3
* xyz -1 1
C -1.4894 -0.9636 0.3017
C -0.9470 -1.6792 -0.9779
S 0.8332 -1.0752 -1.4015
C -2.2738 0.3631 0.1277
N -1.7272 1.5040 0.9345
C -0.5171 2.1135 0.3358
C 0.8197 1.7795 0.9392
H -0.5853 -0.8338 0.8717
H -2.2567 -1.6384 0.8169
H -1.7183 -1.5099 -1.6929
H -0.6582 -2.6837 -0.6322
H -3.3750 0.4156 0.2299
H -2.3405 0.7064 -0.9170
H -1.3809 1.0062 1.7607
H -0.5555 2.0544 -0.7949
H -0.5634 3.2261 0.4301
H 1.1500 2.4292 1.7684
H 0.8514 0.7591 1.3643
H 1.5787 1.6841 0.1764
H 3.3024 -1.5916 0.3483
H 2.6036 -0.4729 1.0653
O 3.5044 -0.8022 0.8713
*
```

[8]
Density functional theory data (ωB97M-V/def2-TZVPD) for a 2-piece molecular cluster, C5H14NOS overall.

Output
LUMO energy	-3.5	eV
orbital gap	9.459	eV
ΔE to the lowest compared entry with this formula, charge and spin	0.8464	eV
molecular weight	136.240	g/mol

```
! wB97M-V def2-TZVPD RIJCOSX def2/J DEFGRID3
* xyz 1 1
C -0.6374 -0.1931 -2.8437
C 0.3127 0.1646 -1.6933
S 0.2240 1.8688 -0.9849
C -1.4397 1.8896 -0.2495
H -0.6169 -1.2771 -2.9842
H -0.3582 0.4140 -3.7374
H -1.7041 0.0972 -2.6367
H 1.3787 0.0219 -1.9859
H 0.0549 -0.4384 -0.8153
H -1.8864 0.8890 -0.2891
H -1.3341 2.2055 0.8021
H -2.0813 2.6322 -0.7017
O 1.5568 -0.9665 3.5788
C 1.6888 -1.5864 2.5650
C 0.8413 -1.2686 1.3593
N 0.1334 0.0649 1.5857
H 2.4113 -2.4503 2.4920
H 1.4774 -1.0381 0.5214
H 0.0853 -2.0232 1.1566
H -0.8627 -0.0480 1.4368
H 0.3104 0.3336 2.5628
H 0.4457 0.7083 0.8611
*
```

[9]
Density functional theory data (ωB97M-V/def2-TZVPD) for a 3-piece molecular cluster, C5H14NOS overall.

Output
LUMO energy	-7.4	eV
orbital gap	4.691	eV
ΔE to the lowest compared entry with this formula, charge and spin	6.6313	eV
molecular weight	136.240	g/mol

```
! wB97M-V def2-TZVPD RIJCOSX def2/J DEFGRID3
* xyz 1 1
C -0.1609 -0.5834 -0.1366
O -1.3161 0.3024 -0.0016
C 0.1251 -1.2886 1.1641
C 1.3610 -2.0744 1.0501
C 1.6506 -3.0888 2.0829
S -0.7491 2.3079 -2.3679
C -1.7589 3.7565 -2.7396
N 0.4902 0.0064 2.0880
H 0.6562 0.1231 -0.4694
H -0.3509 -1.2420 -1.0210
H -1.4503 0.6242 -0.9075
H -0.7657 -1.5885 1.7201
H 1.6775 -4.1680 1.8852
H 2.0251 -1.4419 0.4603
H 0.9713 -2.9145 2.9227
H 2.6195 -2.8180 2.5656
H -1.2573 4.6416 -2.3198
H -1.5624 4.0173 -3.7844
H -2.8146 3.6946 -2.4266
H 1.0426 0.7353 1.5185
H -1.7522 1.5198 -3.7457
H 1.3193 -0.5209 2.4623
*
```

[10]
Density functional theory data (ωB97M-V/def2-TZVPD) for a 2-piece molecular cluster, C5H14NS overall.

Output
LUMO energy	4.1	eV
orbital gap	6.434	eV
ΔE to the lowest compared entry with this formula, charge and spin	1.0790	eV
molecular weight	120.241	g/mol

```
! wB97M-V def2-TZVPD RIJCOSX def2/J DEFGRID3
* xyz -1 1
C 1.9174 -0.3859 -2.7635
C 0.4546 -0.7282 -2.5276
S 0.1424 -0.9876 -0.7429
H 2.5074 -1.2716 -2.3513
H 2.2071 0.4905 -2.1375
H 2.1827 -0.2684 -3.8352
H 0.2420 -1.6977 -3.0584
H -0.2472 0.0527 -2.8796
C -2.4454 0.1138 1.5078
C -1.0339 0.1568 2.0709
N -0.4115 1.4392 1.6369
C 1.0827 1.2745 1.5393
H -3.0693 -0.7708 1.7631
H -2.2186 0.1276 0.4134
H -3.0271 1.0275 1.8573
H -0.4537 -0.6408 1.6906
H -1.0452 0.1234 3.1492
H -0.6544 2.1359 2.3533
H 1.5257 2.2739 1.3943
H 1.5484 0.8569 2.4763
H 1.2522 0.7021 0.6305
*
```

[11]
Density functional theory data (ωB97M-V/def2-TZVPD) for a 2-piece molecular cluster, C5H14NS overall.

Output
LUMO energy	4.1	eV
orbital gap	6.686	eV
ΔE to the lowest compared entry with this formula, charge and spin	0.0000	eV
molecular weight	120.241	g/mol

```
! wB97M-V def2-TZVPD RIJCOSX def2/J DEFGRID3
* xyz -1 1
C 2.6377 -0.7791 -0.3521
C 2.3269 0.2839 0.6982
S 0.6068 0.8978 0.5638
N 2.4653 -0.3180 -1.7377
H 1.9682 -1.6284 -0.2091
H 3.6647 -1.1530 -0.2390
H 3.0222 1.1238 0.5596
H 2.4897 -0.1307 1.6958
H 3.1987 0.3495 -1.9563
H 1.6001 0.2248 -1.7188
C -3.1414 0.8713 0.4714
C -2.7183 -0.2560 -0.4710
C -2.3267 -1.5131 0.2965
H -3.7626 0.4877 1.2852
H -3.7233 1.6226 -0.0670
H -2.2617 1.3606 0.8839
H -1.8564 0.0956 -1.0399
H -3.5176 -0.4771 -1.1866
H -2.1542 -2.3714 -0.3556
H -1.4178 -1.3422 0.8695
H -3.1578 -1.8018 0.9553
*
```

[12]
Density functional theory data (ωB97M-V/def2-TZVPD) for a 2-piece molecular cluster, C5H14NS overall.

Output
LUMO energy	-3.2	eV
orbital gap	8.962	eV
ΔE to the lowest compared entry with this formula, charge and spin	5.3514	eV
molecular weight	120.241	g/mol

```
! wB97M-V def2-TZVPD RIJCOSX def2/J DEFGRID3
* xyz 1 1
C 0.7890 1.4892 0.1444
C -2.4711 -0.5562 -0.0151
C 1.5539 -0.5806 -1.3955
C 1.8717 -0.9586 1.2336
C -0.5749 0.9429 -0.2910
N -1.2127 0.0466 0.4936
S 2.1592 0.3346 0.0014
H 0.6278 1.8171 1.1844
H 0.8577 2.2786 -0.6574
H -2.6711 -1.5966 0.2104
H -3.2906 0.0105 0.0928
H -2.4093 -0.7186 -1.0713
H 1.8075 -0.2213 -2.3927
H 0.5296 -0.7597 -1.4991
H 1.9194 -1.5139 -1.4622
H 0.8963 -1.2808 1.3630
H 2.1658 -0.4917 2.1192
H 2.3612 -1.7318 0.8239
H -1.2058 2.6522 -0.4194
H -0.8260 0.5857 -1.3585
H -1.1654 0.3686 1.4453
*
```

Repeat the second record exactly.
Density functional theory data (ωB97M-V/def2-TZVPD) for C5H14NO2 as an isolated structure.

Output
LUMO energy	3.6	eV
orbital gap	7.168	eV
ΔE to the lowest compared entry with this formula, charge and spin	0.9120	eV
molecular weight	120.172	g/mol

```
! wB97M-V def2-TZVPD RIJCOSX def2/J DEFGRID3
* xyz -1 1
C 1.8475 -1.1959 -0.0291
N 0.8644 -0.4288 -0.7867
C -0.4718 -0.4181 -0.0963
C -1.5216 0.3018 -0.9622
C -2.6874 0.8504 0.0011
O -2.4115 1.8564 0.8668
C 3.1859 -1.0739 -0.7706
H 1.9950 -0.8185 0.9953
H 1.4108 -2.1972 0.0463
H 1.1596 0.5293 -0.9177
H -0.6882 -1.4819 0.0286
H -0.3255 0.0947 0.8638
H -1.2668 1.2588 -1.4165
H -2.0525 -0.4338 -1.5456
H -3.3623 1.2391 -0.8285
H -3.2842 0.0491 0.4650
H 3.9976 -1.5172 -0.1914
H 3.0980 -1.4557 -1.7879
H 3.3536 -0.0228 -1.0418
H -0.2863 2.0356 2.5374
H -1.6483 1.4988 1.8445
O -0.9062 1.3297 2.7257
*
```